(w)
Entry from the OMol25 dataset: 2 unconnected molecules or ions with the total composition C11H11N (the ωB97M-V functional and the def2-TZVPD basis).

Element x y z (Å)
C: 1.998 1.254 -1.372
C: 1.863 1.978 -2.488
C: 0.571 1.957 -3.236
C: -0.444 1.087 -2.864
C: -0.275 0.412 -1.640
C: 0.083 -1.693 3.223
C: -0.192 -2.458 2.003
C: -1.242 -2.161 1.121
C: -1.711 -0.811 1.100
C: -1.321 0.068 2.132
C: -0.400 -0.345 3.100
H: 2.946 1.491 -0.661
H: 2.833 2.405 -2.893
H: 0.433 2.535 -4.102
H: -1.223 0.682 -3.468
H: -0.905 -0.267 -1.199
H: 0.831 -1.950 3.888
H: 0.566 -3.339 1.985
H: -1.526 -2.695 0.057
H: -2.638 -0.410 0.505
H: -1.331 1.251 1.947
H: -0.075 0.366 3.906
N: 0.931 0.600 -0.920

- LUMO energy: 0.7 eV
- SMILES string: c1ccccc1.c1ccncc1
- Kohn-Sham gap: 9.693 eV

(x)
Entry from the OMol25 dataset: a single C11H11N molecule (the ωB97M-V functional and the def2-TZVPD basis).

Element x y z (Å)
C: 2.245 -0.229 -2.206
C: 1.187 0.078 -3.051
C: 2.004 -0.497 -0.851
C: -0.066 0.206 -2.671
C: 0.724 -0.474 -0.416
C: -0.424 -0.134 -1.305
C: -1.156 1.991 1.988
C: -1.599 0.662 2.025
C: -0.447 -1.751 1.686
C: 0.505 -0.754 1.037
C: -0.689 -0.294 1.706
N: -1.637 0.019 -0.867
H: 3.195 -0.415 -2.695
H: 1.559 0.484 -4.064
H: 2.731 -0.879 -0.071
H: -1.000 0.530 -3.186
H: -1.663 2.930 2.240
H: -0.259 2.126 1.388
H: -2.495 0.355 2.708
H: -1.144 -2.564 1.298
H: -0.063 -2.215 2.563
H: 1.416 -0.764 1.497
H: -2.299 -0.026 -1.591

- LUMO energy (spin up / spin down): -1.2 / 0.3 eV
- Kohn-Sham gap (spin up / spin down): 5.670 / 8.091 eV

(y)
Entry from the OMol25 dataset: 2 unconnected molecules or ions with the total composition C11H11N (the ωB97M-V functional and the def2-TZVPD basis).

Element x y z (Å)
C: -1.413 -1.006 -1.490
C: -2.173 0.026 -2.137
C: -1.564 1.215 -2.428
C: -0.233 1.364 -2.017
C: 0.520 0.281 -1.576
C: 2.126 -0.572 1.377
C: 1.009 -1.049 0.763
C: -0.219 -0.796 1.238
C: -0.486 0.173 2.314
C: 0.651 0.794 2.879
C: 1.923 0.348 2.393
H: -1.914 -2.005 -1.201
H: -3.237 -0.085 -2.399
H: -2.152 1.982 -2.815
H: 0.205 2.244 -2.299
H: 1.612 0.452 -1.633
H: 3.215 -0.818 1.121
H: 0.965 -1.618 -0.223
H: -0.965 -1.409 0.823
H: -1.527 0.207 2.869
H: 0.639 1.513 3.732
H: 2.904 0.709 2.908
N: -0.083 -0.834 -1.255

- LUMO energy: 0.7 eV
- SMILES string: c1ccccc1.c1ccncc1
- Kohn-Sham gap: 9.170 eV

Stability ranking, top and bottom: (y) is the most stable and (x) is the least stable.

(w)
Entry from the OMol25 dataset: 2 unconnected molecules or ions with the total composition C11H11N (the ωB97M-V functional and the def2-TZVPD basis).

Element x y z (Å)
C: -0.742 0.746 2.475
C: 0.293 0.950 3.385
C: 1.546 1.292 2.886
C: 1.689 1.421 1.521
C: 0.581 1.214 0.693
C: -1.567 -1.899 -1.547
C: -0.646 -1.376 -0.622
C: 0.403 -0.518 -1.049
C: 0.406 -0.114 -2.341
C: -0.482 -0.681 -3.306
C: -1.467 -1.591 -2.892
H: -1.721 0.445 2.833
H: 0.101 0.831 4.440
H: 2.385 1.440 3.565
H: 2.645 1.688 1.082
H: 0.671 1.314 -0.381
H: -2.365 -2.543 -1.351
H: -0.755 -1.658 0.419
H: 1.135 -0.141 -0.319
H: 1.165 0.549 -2.701
H: -0.457 -0.324 -4.307
H: -2.196 -1.935 -3.640
N: -0.621 0.889 1.156

- LUMO energy: 0.9 eV
- SMILES string: c1ccccc1.c1ccncc1
- Kohn-Sham gap: 9.673 eV

(x)
Entry from the OMol25 dataset: 2 unconnected molecules or ions with the total composition C11H11N (the ωB97M-V functional and the def2-TZVPD basis).

Element x y z (Å)
C: -2.165 0.927 -0.785
C: -3.114 1.090 0.161
C: -3.496 0.037 0.963
C: -2.816 -1.256 0.903
C: -2.021 -1.391 -0.182
C: -1.589 -0.252 -0.937
C: 2.378 -1.082 -0.670
C: 1.729 0.167 -0.715
C: 2.357 1.251 -0.017
C: 3.311 1.001 0.822
C: 3.905 -0.245 0.761
H: -2.056 1.777 -1.492
H: -3.796 2.061 0.190
H: -4.209 0.150 1.838
H: -3.114 -2.060 1.539
H: -1.624 -2.361 -0.356
H: -0.868 -0.318 -1.811
H: 2.162 -2.053 -1.305
H: 1.061 0.227 -1.624
H: 1.852 2.297 -0.240
H: 3.894 1.823 1.452
H: 4.750 -0.589 1.471
N: 3.471 -1.201 0.034

- LUMO energy: 0.9 eV
- SMILES string: c1ccccc1.c1ccncc1
- Kohn-Sham gap: 10.007 eV

(y)
Entry from the OMol25 dataset: 2 unconnected molecules or ions with the total composition C11H11N (the ωB97M-V functional and the def2-TZVPD basis).

Element x y z (Å)
C: 3.832 0.739 1.479
C: 3.576 -0.250 0.552
C: 2.712 0.028 -0.523
C: 2.276 1.385 -0.711
C: 2.787 2.390 0.081
C: -1.364 -0.745 -0.154
C: -2.143 -0.841 -1.364
C: -3.495 -1.057 -1.379
C: -4.165 -0.982 -0.123
C: -3.435 -0.824 1.035
C: -2.041 -0.732 0.989
H: 4.516 0.780 2.330
H: 3.830 -1.267 0.658
H: 2.502 -0.757 -1.232
H: 1.378 1.695 -1.330
H: 2.410 3.451 -0.301
H: -0.353 -0.621 -0.308
H: -1.641 -0.809 -2.349
H: -4.138 -1.109 -2.273
H: -5.265 -0.817 -0.017
H: -3.944 -0.948 2.013
H: -1.532 -0.758 1.943
N: 3.695 2.049 0.985

- LUMO energy: 0.5 eV
- SMILES string: c1ccccc1.c1ccncc1
- Kohn-Sham gap: 9.776 eV

Stability ranking, top and bottom: (w) is the most stable and (x) is the least stable.

(w)
Entry from the OMol25 dataset: a single C5H6O4 molecule (the ωB97M-V functional and the def2-TZVPD basis).

Element x y z (Å)
C: 1.252 -0.429 -0.123
C: -0.008 0.426 0.006
C: -0.120 1.651 -0.815
C: 0.010 1.726 0.711
C: -1.238 -0.427 0.166
H: 1.213 -0.510 1.739
H: -1.073 1.898 -1.281
H: 0.772 1.829 -1.391
H: 0.981 2.006 1.093
H: -0.849 1.996 1.317
H: -1.180 -0.525 -1.710
O: 1.849 -0.741 1.035
O: 1.765 -0.711 -1.151
O: -1.799 -0.893 -1.035
O: -1.719 -0.702 1.222

- LUMO energy: 0.6 eV
- SMILES string: O=C(O)C1(C(=O)O)CC1
- Kohn-Sham gap: 11.404 eV

(x)
Entry from the OMol25 dataset: a single C5H6O4 molecule (the ωB97M-V functional and the def2-TZVPD basis).

Element x y z (Å)
C: 2.300 -0.325 0.520
C: 1.653 -0.251 -0.666
C: 1.192 -0.469 1.545
C: 0.270 -0.164 -0.322
C: -2.031 0.202 -0.855
O: 0.232 0.451 1.022
O: 0.517 -1.730 1.347
O: -0.037 -1.571 0.029
O: -0.560 0.348 -1.126
H: 3.348 -0.516 0.621
H: 2.011 -0.088 -1.714
H: 1.555 -0.410 2.589
H: -2.255 0.975 -0.278
H: -2.226 -0.836 -0.308
H: -2.632 0.217 -1.772

- LUMO energy: 0.9 eV
- SMILES string: CO[C@]12C=C[C@H](OO1)O2
- Kohn-Sham gap: 10.571 eV

Stability ranking, top and bottom: (w) is the most stable and (x) is the least stable.